A molecular structure, C25H53BeCa2F2NO8S. Source: OMol25; level of theory: wB97M-V/def2-TZVPD.

Summary:
Orbital gap, Eh: 0.0242
Multiplicity: 1
Charge: +2

The geometry in XYZ format:
```
93
C25H53BeCa2F2NO8S (wB97M-V/def2-TZVPD)
C 1.702 -6.101 5.122
C 1.448 -4.646 4.727
C -0.042 -4.341 4.565
C -0.619 -3.842 5.910
C -2.102 -4.136 5.958
O -2.843 -3.626 4.763
C -3.917 -4.355 4.720
O -4.930 -3.960 5.313
O -3.885 -5.536 4.056
N -4.577 -6.513 4.877
C -3.745 -7.333 5.337
S -2.707 -8.026 6.214
H 1.131 -6.777 4.478
H 2.747 -6.398 5.050
H 1.387 -6.312 6.199
H 1.969 -4.453 3.781
H 1.917 -3.979 5.458
H -0.570 -5.252 4.252
H -0.178 -3.585 3.786
H -0.370 -2.794 6.078
H -0.174 -4.486 6.678
H -2.592 -3.822 6.884
H -2.196 -5.227 5.906
Ca -6.961 -4.743 5.118
F 1.832 -7.731 6.862
F 1.755 -9.526 7.932
C 4.908 -0.719 4.865
C 3.924 -1.512 4.023
O 2.568 -1.337 4.405
C 2.068 -0.011 4.335
C 2.127 0.606 2.949
H 4.807 -0.983 5.919
H 5.929 -0.927 4.548
H 4.745 0.356 4.780
H 4.135 -2.576 4.139
H 4.051 -1.286 2.959
H 2.584 0.625 5.061
H 1.026 -0.066 4.657
H 3.150 0.692 2.581
H 1.694 1.604 2.960
H 1.572 -0.009 2.235
O 1.548 2.954 0.946
C 0.437 3.046 0.421
C -0.033 1.390 -0.183
O -1.142 1.467 -0.711
H 0.333 3.709 -0.457
H -0.407 3.355 1.070
H 0.068 0.747 0.713
H 0.821 1.078 -0.813
C 0.128 6.607 -3.952
C -0.612 5.722 -2.962
O 0.228 4.664 -2.506
H 0.469 6.021 -4.809
H -0.529 7.430 -4.322
H 1.015 7.054 -3.494
H -1.483 5.267 -3.431
H -0.950 6.307 -2.102
H 0.996 5.063 -2.082
C 0.236 2.583 -6.301
C -0.047 3.454 -7.522
C 0.499 2.869 -8.826
C 2.019 2.708 -8.875
C 2.800 3.997 -8.641
C 2.520 5.055 -9.711
H 1.307 2.472 -6.120
H -0.202 3.026 -5.406
H -0.194 1.588 -6.427
H 0.354 4.461 -7.357
H -1.128 3.571 -7.625
H 0.169 3.498 -9.659
H 0.046 1.890 -8.996
H 2.296 2.294 -9.849
H 2.335 1.968 -8.138
H 3.881 3.757 -8.643
H 2.581 4.406 -7.649
H 2.776 4.682 -10.707
H 3.109 5.943 -9.522
H 1.478 5.366 -9.719
Be -0.787 7.855 -5.995
Ca 4.850 6.124 -9.026
C -3.332 -1.056 1.309
C -3.967 0.076 0.518
C -4.874 -0.680 -0.439
O -5.278 -1.880 0.245
C -4.482 -2.044 1.415
H -2.942 -0.750 2.280
H -2.513 -1.497 0.736
H -4.564 0.704 1.184
H -3.246 0.711 0.007
H -4.338 -0.974 -1.346
H -5.755 -0.109 -0.728
H -5.119 -1.826 2.286
H -4.140 -3.082 1.482
```


3 unconnected molecules or ions with the total composition C4H9NO3. Source: OMol25; level of theory: wB97M-V/def2-TZVPD.

Summary:
Energy relative to the best compared isomer or geometry (same formula, charge and spin), kcal/mol: 32.5
Orbital gap, Eh: 0.4061
SMILES: O=C=O.C=N.CCO
Multiplicity: 1
Charge: 0

The geometry in XYZ format:
```
17
C4H9NO3 (wB97M-V/def2-TZVPD)
C -1.822 -0.350 0.512
C 1.142 -0.088 -0.829
C 1.467 -1.554 -1.068
N -1.174 0.087 1.502
C -0.621 2.342 1.531
O -0.153 0.181 -1.329
O -0.681 2.505 0.383
O -0.464 2.472 2.663
H -0.375 1.108 -1.120
H -0.661 -0.609 2.042
H -2.403 0.358 -0.062
H -1.940 -1.399 0.248
H 1.175 0.138 0.249
H 1.880 0.549 -1.337
H 2.461 -1.782 -0.695
H 0.745 -2.185 -0.558
H 1.427 -1.773 -2.133
```


A molecular structure, C32H35N5Sr. Source: OMol25; level of theory: wB97M-V/def2-TZVPD.

Summary:
Energy relative to the best compared isomer or geometry (same formula, charge and spin), kcal/mol: 0.0
Orbital gap, Eh: 0.2914
Multiplicity: 1
Charge: +2

The geometry in XYZ format:
```
73
C32H35N5Sr (wB97M-V/def2-TZVPD)
Sr 0.446 -0.156 -0.389
C -1.095 1.373 4.814
C 0.006 1.646 3.773
C 1.068 2.606 4.326
C -0.585 2.250 2.506
C 0.249 2.577 1.427
C -0.240 3.214 0.270
C -1.578 3.527 0.160
C -2.151 4.350 -0.959
C -2.436 3.067 1.172
C -1.951 2.434 2.300
H -0.642 1.034 5.753
H -1.814 0.627 4.476
H -1.647 2.287 5.101
H 0.510 0.704 3.491
H 0.639 3.584 4.516
H 1.865 2.748 3.597
H 1.505 2.253 5.262
H 1.336 2.428 1.541
H 0.444 3.621 -0.484
H -2.897 3.784 -1.505
H -1.368 4.680 -1.648
H -2.681 5.241 -0.584
H -3.511 3.255 1.105
H -2.633 2.075 3.082
N 1.489 -1.603 -2.517
C 2.293 -0.758 -3.347
C 3.501 -1.135 -3.925
C 4.268 -0.214 -4.691
C 3.797 1.068 -4.869
C 2.627 1.522 -4.207
C 2.137 2.839 -4.322
C 0.928 3.188 -3.771
C 0.254 2.236 -3.001
N 0.756 1.026 -2.754
C 1.877 0.612 -3.419
H 1.903 -2.516 -2.453
H 0.543 -1.702 -2.909
H 3.917 -2.122 -3.725
H 5.196 -0.567 -5.174
H 4.334 1.769 -5.533
H 2.774 3.577 -4.821
H 0.518 4.203 -3.858
H -0.658 2.461 -2.465
C -2.808 -1.844 2.922
C -2.073 -2.718 3.716
C -0.773 -3.040 3.358
C -0.182 -2.383 2.248
N -0.865 -1.456 1.544
C -2.154 -1.230 1.865
C 1.120 -2.754 1.784
C 1.658 -4.017 2.048
C 2.920 -4.335 1.532
C 3.679 -3.342 0.884
C 3.085 -2.118 0.685
N 1.791 -1.864 1.015
H -3.866 -1.621 3.098
H -2.554 -3.151 4.641
H -0.221 -3.805 3.910
H -2.695 -0.543 1.191
H 1.089 -4.761 2.637
H 3.296 -5.361 1.628
H 4.693 -3.547 0.523
H 3.652 -1.325 0.171
C -3.976 -3.526 -2.286
C -3.702 -2.193 -2.978
C -2.553 -1.515 -2.371
N -1.597 -1.115 -1.831
H -4.721 -4.087 -2.854
H -4.403 -3.424 -1.278
H -3.085 -4.155 -2.175
H -4.567 -1.533 -2.923
H -3.481 -2.335 -4.044
```


2 unconnected molecules or ions with the total composition C5H15N2. Source: OMol25; level of theory: wB97M-V/def2-TZVPD.

Summary:
Energy relative to the best compared isomer or geometry (same formula, charge and spin), kcal/mol: 12.6
Orbital gap, Eh: 0.3649
Multiplicity: 1
Charge: +1

The geometry in XYZ format:
```
22
C5H15N2 (wB97M-V/def2-TZVPD)
C 0.682 -0.572 1.756
C -0.400 -1.378 1.063
C -1.781 -0.739 1.085
N -0.006 -1.575 -0.378
H 1.616 -1.131 1.799
H 0.831 0.388 1.262
H 0.388 -0.391 2.786
H -0.455 -2.374 1.501
H -1.818 0.118 0.412
H -2.034 -0.408 2.086
H -2.542 -1.462 0.796
H 0.829 -2.157 -0.471
H -0.750 -2.035 -0.907
H 0.236 -0.659 -0.876
C 0.862 2.728 -0.875
C 0.147 1.764 -1.429
N 0.735 0.600 -2.028
H 1.936 2.720 -0.727
H 0.364 3.580 -0.433
H -0.931 1.775 -1.350
H 1.732 0.776 -2.118
H 0.360 0.433 -2.954
```


A single C4H7NO molecule. Source: OMol25; level of theory: wB97M-V/def2-TZVPD.

Summary:
Energy relative to the best compared isomer or geometry (same formula, charge and spin), kcal/mol: 47.7
Orbital gap, Eh: 0.3773
SMILES: CN1CC(=O)C1
Multiplicity: 1
Charge: 0

The geometry in XYZ format:
```
13
C4H7NO (wB97M-V/def2-TZVPD)
C 1.420 -0.581 0.259
N 0.539 0.346 -0.437
C -0.637 -0.350 -1.026
C -1.487 0.188 0.125
O -2.547 -0.094 0.609
C -0.325 1.104 0.509
H 2.183 -0.020 0.808
H 0.886 -1.231 0.979
H 1.927 -1.220 -0.472
H -0.917 0.070 -1.998
H -0.558 -1.439 -1.110
H -0.017 1.083 1.561
H -0.468 2.144 0.194
```


2 unconnected molecules or ions with the total composition C7H11O7PS. Source: OMol25; level of theory: wB97M-V/def2-TZVPD.

Summary:
Energy relative to the best compared isomer or geometry (same formula, charge and spin), kcal/mol: 0.0
Orbital gap, Eh: 0.2839
Multiplicity: 1
Charge: 0

The geometry in XYZ format:
```
27
C7H11O7PS (wB97M-V/def2-TZVPD)
C -1.407 -0.205 -3.328
C -1.625 -0.175 -1.864
C -1.054 -0.874 -0.867
P 0.190 -2.113 -1.154
O 1.145 -1.716 -2.187
O 0.781 -2.447 0.282
O -0.601 -3.450 -1.578
C -1.607 -0.392 0.415
O -1.463 -0.798 1.524
O -2.460 0.674 0.135
C -2.611 0.762 -1.221
O -3.437 1.430 -1.759
H -0.458 0.296 -3.541
H -1.320 -1.224 -3.704
H -2.202 0.330 -3.846
H 1.210 -3.317 0.249
H -1.415 -3.546 -1.060
C 3.159 1.910 2.267
S 1.769 1.067 1.501
O 1.318 1.896 0.352
C 0.618 1.378 2.845
H 3.988 1.884 1.564
H 2.883 2.944 2.478
H 3.436 1.388 3.182
H 0.531 2.453 3.001
H 0.978 0.884 3.748
H -0.345 0.961 2.564
```


A gas-phase ion, C5H12N2O (charge +1). Source: OMol25; level of theory: wB97M-V/def2-TZVPD.

Summary:
Energy relative to the best compared isomer or geometry (same formula, charge and spin), kcal/mol: 50.6
Orbital gap (alpha / beta), Eh: 0.3861 / 0.1782
Multiplicity: 2
Charge: +1
<S²>: 0.755

The geometry in XYZ format:
```
20
C5H12N2O (wB97M-V/def2-TZVPD)
C 0.312 0.008 -2.122
N -0.328 0.338 -0.985
C -1.406 1.323 -1.263
C -0.759 -0.686 0.004
C -0.631 -0.072 1.392
N 0.543 -0.608 2.157
C 1.482 0.442 2.649
O 0.871 -1.059 -2.296
H 0.120 0.693 -3.006
H -1.514 1.943 -0.372
H -1.041 2.140 -1.960
H -2.257 0.803 -1.557
H -1.778 -1.161 -0.278
H -0.017 -1.580 -0.050
H -0.512 0.940 1.249
H -1.589 -0.239 1.959
H 1.050 -1.292 1.655
H 1.843 1.180 2.000
H 0.869 0.890 3.452
H 2.361 -0.047 3.104
```


9 unconnected molecules or ions with the total composition C28H81N7O9. Source: OMol25; level of theory: wB97M-V/def2-TZVPD.

Summary:
Energy relative to the best compared isomer or geometry (same formula, charge and spin), kcal/mol: 22.7
Orbital gap, Eh: 0.3522
SMILES: COC[C@H](C)N.COC[C@H](C)N.COC[C@H](C)N.COC[C@H](C)N.COC[C@H](C)N.COC[C@H](C)N.COC[C@H](C)N.O.O
Multiplicity: 1
Charge: 0

The geometry in XYZ format:
```
125
C28H81N7O9 (wB97M-V/def2-TZVPD)
O 0.504 0.252 0.284
H 0.920 0.634 1.090
H 0.747 0.908 -0.391
O 1.173 -1.479 -4.844
H 0.711 -1.360 -5.688
H 0.477 -1.327 -4.153
C 0.050 6.340 -1.632
C -0.274 4.893 -1.939
C 0.937 3.973 -1.572
O 0.681 2.616 -1.645
C 0.713 2.076 -2.941
N -1.444 4.504 -1.175
H 0.287 6.434 -0.571
H -0.826 6.976 -1.816
H 0.881 6.703 -2.242
H -0.549 4.753 -2.989
H 1.279 4.175 -0.513
H 1.791 4.186 -2.210
H 0.766 0.998 -2.822
H 1.527 2.464 -3.564
H -0.213 2.206 -3.533
H -1.241 4.715 -0.190
H -1.601 3.503 -1.282
C -2.671 -2.298 -3.963
C -1.837 -2.243 -2.703
C -1.086 -3.494 -2.433
O -2.001 -4.485 -2.045
C -1.906 -5.656 -2.854
N -0.822 -1.153 -2.834
H -2.025 -2.470 -4.818
H -3.184 -1.345 -4.075
H -3.416 -3.083 -3.825
H -2.497 -2.055 -1.836
H -0.366 -3.376 -1.632
H -0.471 -3.847 -3.281
H -2.281 -5.585 -3.927
H -2.499 -6.422 -2.374
H -0.847 -6.008 -3.065
H -1.302 -0.298 -3.069
H -0.419 -0.981 -1.918
C 6.331 1.647 -5.200
C 6.306 1.291 -3.689
C 5.038 1.725 -3.025
O 5.153 1.281 -1.619
C 4.025 1.590 -0.860
N 6.579 -0.147 -3.640
H 7.184 1.101 -5.608
H 6.409 2.701 -5.481
H 5.421 1.293 -5.679
H 7.127 1.782 -3.142
H 4.135 1.270 -3.459
H 4.937 2.799 -3.109
H 3.187 0.956 -1.219
H 3.697 2.617 -0.921
H 4.217 1.311 0.191
H 6.023 -0.760 -4.221
H 6.499 -0.471 -2.679
C -5.962 0.390 -2.881
C -5.463 1.768 -2.530
C -4.025 1.963 -2.881
O -3.084 1.042 -2.345
C -2.896 0.929 -0.982
N -6.245 2.803 -3.184
H -5.254 -0.332 -2.480
H -5.987 0.368 -3.968
H -6.967 0.257 -2.520
H -5.403 1.887 -1.438
H -3.656 2.979 -2.756
H -3.943 1.724 -3.962
H -3.129 1.870 -0.468
H -1.852 0.717 -0.654
H -3.502 0.103 -0.595
H -6.005 3.688 -2.747
H -7.213 2.638 -2.924
C -1.346 2.124 2.801
C -2.176 1.092 3.534
C -1.431 0.552 4.759
O -2.154 -0.481 5.352
C -1.583 -0.894 6.555
N -3.519 1.650 3.746
H -1.506 3.166 3.094
H -1.659 2.003 1.757
H -0.275 1.865 2.864
H -2.301 0.206 2.897
H -1.300 1.370 5.483
H -0.414 0.207 4.496
H -0.518 -1.121 6.398
H -2.146 -1.732 6.958
H -1.777 -0.095 7.289
H -4.149 0.998 4.189
H -3.475 2.456 4.372
C 0.212 -5.281 5.888
C -0.443 -5.424 4.486
C -0.614 -4.065 3.842
O -1.309 -4.113 2.605
C -1.409 -2.866 1.955
N 0.438 -6.237 3.645
H -0.233 -4.585 6.614
H 1.261 -5.054 5.659
H 0.163 -6.271 6.352
H -1.480 -5.826 4.564
H 0.402 -3.682 3.624
H -1.155 -3.358 4.497
H -2.109 -2.244 2.535
H -1.818 -2.988 0.958
H -0.458 -2.358 1.928
H 0.421 -7.174 4.036
H 0.010 -6.251 2.717
C 2.116 -1.574 2.941
C 3.246 -0.707 2.396
C 3.285 0.698 2.937
O 2.234 1.501 2.443
C 2.333 2.827 2.821
N 4.494 -1.383 2.794
H 2.092 -2.536 2.450
H 1.152 -1.064 2.845
H 2.376 -1.640 3.995
H 3.189 -0.627 1.311
H 4.248 1.142 2.698
H 3.251 0.590 4.037
H 2.194 2.860 3.922
H 1.506 3.382 2.390
H 3.264 3.298 2.499
H 5.208 -1.120 2.119
H 4.314 -2.370 2.614
```


Q: Which formula does entry 1 have?
A: C25H53BeCa2F2NO8S


Q: charge of number 4 (C5H15N2)?
A: +1